Entry 1:
ORCA calculation (ωB97M-V/def2-TZVPD) on a molecular structure, C21H31N6RbS2Si.

```
! RIJCOSX wB97M-V def2-TZVPD def2/J DEFGRID3
* xyz -2 1
Rb -0.353 -0.470 0.713
C 2.093 -0.942 -1.569
N 1.972 0.352 -0.932
C 3.123 0.706 -0.101
C 3.600 -0.385 0.854
N 2.645 -0.818 1.860
C 2.395 0.243 2.838
C 2.970 -2.063 2.498
C 4.276 -2.558 2.449
C 4.636 -3.767 3.028
C 3.665 -4.498 3.698
C 2.374 -4.009 3.774
C 1.966 -2.795 3.187
S 0.300 -2.311 3.349
C 1.594 1.429 -1.801
C 1.889 1.359 -3.162
C 1.530 2.366 -4.046
C 0.872 3.482 -3.554
C 0.586 3.569 -2.202
C 0.921 2.562 -1.283
S 0.481 2.773 0.402
H 3.001 -1.066 -2.183
H 1.222 -1.105 -2.206
H 2.115 -1.729 -0.812
H 2.864 1.618 0.438
H 3.990 0.938 -0.747
H 4.521 0.016 1.319
H 3.906 -1.259 0.277
H 3.339 0.556 3.315
H 1.709 -0.126 3.597
H 1.947 1.112 2.352
H 5.044 -1.985 1.947
H 5.658 -4.121 2.956
H 3.909 -5.449 4.159
H 1.609 -4.576 4.291
H 2.404 0.489 -3.548
H 1.756 2.270 -5.101
H 0.568 4.281 -4.220
H 0.064 4.435 -1.814
N -3.806 1.514 1.305
C -3.838 2.835 1.042
N -2.843 3.355 0.304
N -4.782 3.662 1.470
C -5.796 3.145 2.136
N -6.720 2.755 2.722
H -3.277 0.888 0.689
H -4.640 1.116 1.708
H -1.928 2.907 0.237
H -2.832 4.359 0.264
C -3.684 -2.772 -1.641
Si -3.387 -0.888 -1.305
C -3.122 -0.305 -3.130
C -5.235 -0.348 -1.080
H -4.450 -2.918 -2.415
H -4.015 -3.290 -0.735
H -2.768 -3.269 -1.977
H -3.936 -0.649 -3.784
H -2.180 -0.692 -3.534
H -3.071 0.786 -3.195
H -5.867 -0.740 -1.889
H -5.341 0.742 -1.077
H -5.645 -0.715 -0.133
*
```

Output
* energy relative to the best compared isomer or geometry (same formula, charge and spin): 0.0 kJ/mol
* LUMO energy: 0.142 Ha
* E_tot: -2257.402117 a.u.
* gap between HOMO and LUMO: 5.05 eV
* largest force on an atom: 0.17 eV/Å

***

Entry 2:
ORCA calculation (ωB97M-V/def2-TZVPD) on a molecular structure, C21H31NNiO3.

```
! RIJCOSX wB97M-V def2-TZVPD def2/J DEFGRID3
* xyz 0 3
Ni -0.040 0.151 -0.131
C 1.738 -1.534 2.515
O 1.565 -1.349 1.118
C 1.593 -2.545 0.362
C 0.184 -3.090 0.122
O -0.650 -2.010 -0.254
C -1.826 -2.306 -0.975
C -2.816 -1.189 -0.707
O -2.177 0.048 -0.935
C -3.025 1.154 -0.673
H 2.733 -1.944 2.720
H 1.640 -0.555 2.977
H 0.982 -2.196 2.945
H 2.053 -2.301 -0.594
H 2.196 -3.305 0.869
H 0.212 -3.852 -0.663
H -0.211 -3.560 1.032
H -1.605 -2.373 -2.046
H -2.262 -3.252 -0.641
H -3.678 -1.298 -1.376
H -3.167 -1.240 0.331
H -3.923 1.101 -1.296
H -3.315 1.184 0.381
H -2.460 2.051 -0.915
C 2.298 1.902 0.575
N 1.253 2.334 -0.354
C 0.824 3.692 -0.015
C 1.789 2.365 -1.724
C 1.674 1.060 -2.474
C 2.270 0.996 -3.733
C 2.139 -0.132 -4.524
C 1.396 -1.198 -4.040
C 0.812 -1.121 -2.781
C 0.937 0.000 -1.946
H 3.146 2.602 0.578
H 2.653 0.912 0.282
H 1.885 1.841 1.582
H 1.618 4.424 -0.223
H 0.575 3.772 1.038
H -0.053 3.962 -0.605
H 2.836 2.702 -1.696
H 1.236 3.118 -2.292
H 2.831 1.853 -4.097
H 2.596 -0.175 -5.504
H 1.263 -2.087 -4.648
H 0.223 -1.978 -2.466
C -2.453 0.266 4.159
C -2.105 1.479 3.588
C -1.346 1.514 2.420
C -0.891 0.366 1.762
C -1.272 -0.841 2.377
C -2.029 -0.901 3.543
H -3.040 0.232 5.069
H -2.424 2.408 4.047
H -1.120 2.496 2.027
H -0.976 -1.788 1.940
H -2.289 -1.865 3.970
*
```

Output
* energy relative to the best compared isomer or geometry (same formula, charge and spin): 15.0 kJ/mol
* LUMO energy (spin up / spin down): 0.027 / 0.026 Ha
* E_tot: -2607.445147 a.u.
* gap between HOMO and LUMO (spin up / spin down): 8.33 / 8.51 eV
* largest force on an atom: 0.73 eV/Å

***

Entry 3:
ORCA calculation (ωB97M-V/def2-TZVPD) on a molecular structure, C21H31NOP2Rh.

```
! RIJCOSX wB97M-V def2-TZVPD def2/J DEFGRID3
* xyz 1 5
C 2.352 -0.920 -3.496
C 1.447 -0.410 -2.568
C 0.814 -1.298 -1.650
C 1.071 -2.704 -1.741
C 2.021 -3.160 -2.670
C 2.666 -2.280 -3.528
C 0.285 -3.624 -0.953
C -1.016 -3.127 -0.573
C -1.235 -1.712 -0.528
C -2.563 -1.210 -0.400
C -3.609 -2.108 -0.197
C -3.379 -3.486 -0.120
C -2.102 -3.988 -0.333
H 2.818 -0.230 -4.199
H 2.252 -4.225 -2.689
H 3.398 -2.644 -4.251
H 0.298 -4.662 -1.317
H -4.622 -1.717 -0.097
H -4.216 -4.161 0.072
H -1.914 -5.061 -0.304
N -0.120 -0.877 -0.690
Rh 0.214 0.595 0.511
C 1.126 1.064 -2.562
H 0.082 1.268 -2.845
H 1.780 1.609 -3.254
C -2.838 0.272 -0.519
H -2.589 0.664 -1.517
H -3.895 0.486 -0.330
P 1.348 1.741 -0.866
P -1.806 1.210 0.678
C -2.509 0.720 2.294
H -1.945 1.220 3.092
H -3.571 0.986 2.369
H -2.404 -0.366 2.412
C -2.214 2.965 0.468
H -3.231 3.184 0.822
H -1.498 3.552 1.061
H -2.132 3.250 -0.589
C 3.123 1.466 -0.509
H 3.775 1.925 -1.261
H 3.355 1.884 0.480
H 3.314 0.387 -0.478
C 1.109 3.535 -0.948
H 1.600 3.993 -0.078
H 1.538 3.959 -1.866
H 0.037 3.765 -0.911
H 1.079 -4.338 0.302
H 1.470 -4.537 0.944
C 1.364 2.414 4.643
C 0.966 1.276 3.729
O 0.953 1.718 2.348
H 2.410 2.695 4.486
H 1.255 2.095 5.680
H 0.731 3.295 4.492
H 1.676 0.442 3.807
H -0.038 0.900 3.943
H 1.718 2.305 2.201
*
```

Output
* LUMO energy (spin up / spin down): -0.080 / -0.183 Ha
* E_tot: -1741.727525 a.u.
* gap between HOMO and LUMO (spin up / spin down): 6.92 / 6.17 eV
* largest force on an atom: 3.48 eV/Å

***

Entry 4:
ORCA calculation (ωB97M-V/def2-TZVPD) on 8 unconnected molecules or ions with the total composition C21H32Cl2N8O10.

```
! RIJCOSX wB97M-V def2-TZVPD def2/J DEFGRID3
* xyz 0 1
N 40.096 -20.359 -11.799
C 40.356 -21.090 -12.936
C 39.549 -22.178 -13.278
C 38.325 -22.437 -12.590
C 38.010 -21.652 -11.488
C 38.916 -20.666 -11.138
H 41.310 -20.943 -13.420
H 39.680 -22.866 -14.101
H 37.762 -23.321 -12.850
H 37.177 -21.924 -10.856
H 38.608 -20.054 -10.304
N 32.668 -24.546 -12.185
C 33.635 -24.255 -11.203
C 33.366 -24.279 -9.806
C 32.060 -24.566 -9.386
C 31.083 -24.841 -10.374
C 31.474 -24.844 -11.723
H 34.644 -24.037 -11.523
H 34.069 -24.111 -9.004
H 31.852 -24.525 -8.326
H 30.059 -25.085 -10.134
H 30.731 -24.983 -12.494
N 33.540 -19.035 -11.232
C 32.573 -19.593 -10.396
C 31.694 -20.657 -10.782
C 31.781 -21.140 -12.072
C 32.676 -20.494 -12.943
C 33.525 -19.489 -12.496
H 32.546 -19.193 -9.393
H 30.998 -20.941 -10.007
H 31.125 -21.931 -12.405
H 32.799 -20.851 -13.954
H 34.235 -19.040 -13.174
C 37.533 -24.022 -9.937
N 36.860 -24.803 -11.000
O 37.619 -25.259 -11.813
O 35.650 -24.907 -11.002
H 38.530 -24.379 -9.681
H 36.817 -24.153 -9.125
H 37.594 -23.034 -10.392
C 34.550 -24.105 -7.413
N 35.002 -23.123 -6.394
O 34.317 -23.033 -5.383
O 36.058 -22.532 -6.586
H 33.888 -23.587 -8.106
H 34.036 -24.909 -6.885
H 35.332 -24.486 -8.070
C 36.846 -21.085 -7.671
N 37.172 -21.549 -9.034
O 38.002 -22.465 -9.235
O 36.630 -20.984 -9.967
H 35.770 -20.988 -7.529
H 37.335 -20.123 -7.517
H 37.249 -21.653 -6.833
C 37.439 -20.604 -13.849
N 36.746 -19.966 -12.655
O 35.776 -20.495 -12.082
O 37.164 -18.901 -12.226
H 37.117 -20.003 -14.699
H 37.131 -21.649 -13.821
H 38.513 -20.524 -13.677
C 34.740 -21.797 -10.915
N 34.926 -22.393 -9.546
O 34.425 -21.836 -8.571
O 35.458 -23.467 -9.469
H 34.269 -20.819 -10.820
H 34.022 -22.451 -11.409
H 35.696 -21.692 -11.427
C 35.205 -19.017 -9.681
Cl 34.054 -19.576 -8.405
Cl 36.757 -18.556 -8.928
H 35.370 -19.783 -10.439
H 34.765 -18.147 -10.167
*
```

Output
* LUMO energy: -0.039 Ha
* E_tot: -2928.759831 a.u.
* gap between HOMO and LUMO: 7.99 eV
* largest force on an atom: 10.88 eV/Å

***

Entry 5:
ORCA calculation (ωB97M-V/def2-TZVPD) on a molecular structure, C21H32Cl48OSi2.

```
! RIJCOSX wB97M-V def2-TZVPD def2/J DEFGRID3
* xyz 0 1
C -4.168 2.400 -3.942
C -4.538 1.583 -2.714
C -5.449 2.254 -1.685
C -5.025 3.645 -1.168
C -5.415 4.793 -2.140
Si -3.249 3.811 -0.579
O -2.090 3.397 -1.724
Si -0.871 2.405 -1.156
H -4.986 2.458 -4.652
H -3.362 1.885 -4.461
H -3.783 3.381 -3.710
H -3.660 1.186 -2.215
H -5.081 0.708 -3.079
H -5.480 1.594 -0.822
H -6.478 2.306 -2.039
H -5.619 3.816 -0.269
H -5.952 4.365 -2.980
H -6.076 5.502 -1.658
H -4.555 5.317 -2.545
H -2.982 3.014 0.634
H -3.017 5.236 -0.240
H 0.170 2.292 -2.192
H -0.344 2.875 0.132
H -1.460 1.057 -0.964
C -3.990 -0.043 1.714
Cl -4.849 1.454 2.084
Cl -4.496 -1.329 2.808
Cl -4.237 -0.518 0.037
H -2.930 0.124 1.863
C -4.385 -3.383 -3.015
Cl -5.022 -4.838 -2.241
Cl -5.665 -2.189 -3.232
Cl -3.051 -2.719 -2.073
H -4.010 -3.659 -3.991
C -0.622 -2.790 4.203
Cl -0.683 -4.473 3.679
Cl -0.701 -1.701 2.812
Cl -1.909 -2.439 5.356
H 0.326 -2.626 4.696
C 3.423 3.138 0.941
Cl 3.303 1.936 -0.352
Cl 1.922 3.234 1.855
Cl 4.769 2.765 2.014
H 3.607 4.103 0.488
C 8.397 4.626 2.751
Cl 8.024 3.078 3.515
Cl 7.051 5.753 2.922
Cl 9.876 5.310 3.429
H 8.560 4.450 1.696
C -8.844 2.614 1.967
Cl -8.564 0.972 2.545
Cl -7.494 3.669 2.391
Cl -9.117 2.628 0.224
H -9.732 2.995 2.452
C -0.142 -3.525 -5.232
Cl -0.269 -5.264 -5.479
Cl -1.747 -2.790 -5.278
Cl 0.668 -3.163 -3.709
H 0.446 -3.107 -6.037
C -4.623 -7.730 -5.060
Cl -4.417 -9.377 -4.460
Cl -3.180 -6.782 -4.716
Cl -4.989 -7.732 -6.786
H -5.455 -7.278 -4.537
C -0.477 -10.300 -4.904
Cl -0.274 -8.578 -5.220
Cl -0.164 -11.250 -6.357
Cl 0.559 -10.821 -3.574
H -1.506 -10.463 -4.611
C -3.813 -9.408 -0.431
Cl -2.371 -9.617 -1.422
Cl -4.602 -7.871 -0.794
Cl -4.931 -10.755 -0.657
H -3.510 -9.392 0.606
C 8.958 2.268 7.634
Cl 9.414 2.401 9.334
Cl 9.053 3.832 6.829
Cl 9.962 1.077 6.804
H 7.933 1.928 7.588
C 6.653 2.731 -1.726
Cl 6.475 4.482 -1.861
Cl 7.008 2.012 -3.299
Cl 7.906 2.317 -0.556
H 5.711 2.328 -1.379
C -4.449 -0.295 7.822
Cl -4.599 -1.773 8.775
Cl -2.932 0.531 8.185
Cl -4.572 -0.646 6.099
H -5.263 0.363 8.092
C 3.356 7.401 4.255
Cl 4.827 8.215 3.709
Cl 3.368 5.695 3.807
Cl 3.139 7.589 5.994
H 2.518 7.872 3.760
C 8.168 3.372 -6.946
Cl 8.977 2.388 -8.167
Cl 9.333 4.341 -6.046
Cl 6.933 4.395 -7.681
H 7.678 2.706 -6.249
C 10.857 -2.736 5.333
Cl 10.705 -4.386 4.727
Cl 10.466 -1.565 4.071
Cl 9.839 -2.488 6.751
H 11.885 -2.579 5.627
*
```

Output
* LUMO energy: 0.003 Ha
* E_tot: -23562.778802 a.u.
* gap between HOMO and LUMO: 10.18 eV
* largest force on an atom: 0.91 eV/Å

***

Entry 6:
ORCA calculation (ωB97M-V/def2-TZVPD) on C21H32N4O3 in the gas phase.

```
! RIJCOSX wB97M-V def2-TZVPD def2/J DEFGRID3
* xyz 0 1
C 1.807 6.110 -0.431
C 2.074 4.612 -0.487
C 0.963 3.791 0.154
C 1.218 2.291 0.104
C 0.090 1.477 0.740
C 0.321 0.001 0.612
C 0.802 -0.774 1.575
C 1.101 -2.231 1.388
C 0.449 -3.075 2.480
O 0.211 -2.599 3.578
N 0.136 -4.368 2.180
C -0.475 -5.184 3.230
C -1.339 -6.299 2.653
C -2.404 -5.787 1.718
C -2.722 -6.481 0.431
C -2.041 -5.146 0.384
C -2.954 -3.991 0.054
O -4.028 -4.117 -0.502
N -2.487 -2.774 0.461
C -3.167 -1.554 0.118
C -2.477 -0.804 -0.977
N -2.544 0.461 -1.232
C -1.707 0.583 -2.319
C -1.419 1.881 -2.980
N -1.166 -0.533 -2.703
O -1.685 -1.474 -1.809
C -0.606 -5.006 -0.121
C 0.504 -5.033 0.941
H 2.611 6.680 -0.898
H 0.878 6.361 -0.948
H 1.711 6.452 0.601
H 2.197 4.297 -1.528
H 3.021 4.386 0.013
H 0.835 4.103 1.197
H 0.012 4.017 -0.344
H 1.349 1.977 -0.939
H 2.158 2.056 0.611
H 0.010 1.741 1.798
H -0.862 1.744 0.273
H 0.175 -0.429 -0.378
H 0.975 -0.370 2.567
H 0.794 -2.542 0.389
H 2.181 -2.409 1.459
H 0.301 -5.604 3.878
H -1.074 -4.516 3.848
H -0.726 -7.048 2.148
H -1.814 -6.820 3.487
H -3.244 -5.313 2.215
H -2.106 -7.335 0.175
H -3.747 -6.520 0.092
H -1.635 -2.728 0.995
H -4.172 -1.823 -0.210
H -3.251 -0.886 0.975
H -0.736 1.735 -3.813
H -2.344 2.330 -3.341
H -0.972 2.569 -2.261
H -0.400 -5.781 -0.862
H -0.539 -4.059 -0.663
H 1.408 -4.583 0.533
H 0.778 -6.059 1.185
*
```

Output
* energy relative to the best compared isomer or geometry (same formula, charge and spin): 305.6 kJ/mol
* LUMO energy: 0.027 Ha
* E_tot: -1264.136063 a.u.
* gap between HOMO and LUMO: 10.10 eV
* SMILES string: CCCCC/C=C/CC(=O)N1CC[C@@H]2C[C@]2(C(=O)NCc2nc(C)no2)CC1
* largest force on an atom: 0.23 eV/Å

***

Entry 7:
ORCA calculation (ωB97M-V/def2-TZVPD) on a molecular structure, C21H33BIN2O4P2S2.

```
! RIJCOSX wB97M-V def2-TZVPD def2/J DEFGRID3
* xyz 1 1
C 3.397 2.267 -0.612
C 3.367 0.958 -0.422
C 2.160 0.119 -0.586
C 1.521 -0.480 0.534
C 2.053 -0.156 1.898
C 1.693 1.286 2.303
C 0.382 1.359 3.090
C -0.394 2.651 2.811
C -1.523 2.392 1.833
O -2.086 3.595 1.371
C -3.472 3.766 1.632
C -3.983 4.905 0.784
C 0.445 -1.336 0.362
N -0.068 -2.070 1.445
C 0.834 -3.131 1.918
C 0.576 -3.459 3.388
C -0.144 -1.537 -0.940
C -1.391 -2.229 -1.239
P -2.660 -2.718 0.086
O -2.017 -3.942 0.846
O -2.715 -1.401 0.989
S -4.456 -3.175 -0.434
N -1.729 -2.433 -2.532
I -3.300 -3.624 -3.254
C -0.994 -1.938 -3.590
P -1.366 -2.120 -5.400
S -0.234 -1.022 -6.514
C 0.114 -1.190 -3.339
C 0.569 -0.950 -2.037
C 1.721 -0.144 -1.870
B 2.529 0.501 -3.091
C 3.908 -0.091 -3.522
O 2.027 1.573 -3.759
H 4.318 2.809 -0.481
H 2.524 2.832 -0.898
H 4.274 0.440 -0.139
H 3.125 -0.333 1.925
H 1.616 -0.790 2.661
H 2.497 1.727 2.884
H 1.576 1.907 1.420
H -0.267 0.527 2.807
H 0.582 1.298 4.155
H 0.245 3.412 2.371
H -0.815 3.074 3.720
H -2.279 1.754 2.297
H -1.125 1.841 0.969
H -3.614 3.990 2.690
H -4.012 2.848 1.392
H -4.240 4.572 -0.217
H -3.239 5.691 0.714
H -4.883 5.317 1.231
H -0.292 -1.463 2.220
H 0.705 -4.020 1.308
H 1.875 -2.831 1.796
H 1.499 -3.386 3.955
H 0.218 -4.474 3.517
H -0.124 -2.763 3.840
H -2.747 -4.490 1.180
H -2.748 -0.605 0.442
H -1.230 -3.493 -5.610
H -2.717 -1.814 -5.520
H 0.641 -0.799 -4.198
H 3.957 -0.211 -4.602
H 4.727 0.570 -3.243
H 4.112 -1.053 -3.058
H 1.076 1.690 -3.678
*
```

Output
* LUMO energy: -0.175 Ha
* E_tot: -3031.912140 a.u.
* gap between HOMO and LUMO: 6.86 eV
* largest force on an atom: 0.90 eV/Å